The following is a quantum chemistry calculation of C15H23BN6SiSn as an isolated structure at a distorted geometry, from the OMol25 dataset.

ORCA input file:
```
! RIJCOSX wB97M-V def2-TZVPD def2/J DEFGRID3
* xyz 2 1
C -0.40026 2.79932 -0.26109
N -0.38897 1.60685 -0.88485
N -0.04541 1.78900 -2.19318
C 0.13067 3.09887 -2.41314
C -0.09358 3.76020 -1.21494
B 0.13520 0.55877 -3.15174
N 1.24569 -0.32402 -2.49068
N 1.08650 -0.78143 -1.21005
C 2.18483 -1.48383 -0.86355
C 3.06123 -1.47234 -1.95071
C 2.43900 -0.72717 -2.94913
Sn -0.77992 -0.40373 -0.10946
N -1.20456 -0.23457 -3.08381
N -1.76192 -0.67909 -1.90000
C -2.91698 -1.32486 -2.19602
C -3.09555 -1.26165 -3.57697
C -2.01274 -0.56477 -4.10345
H -3.53586 -1.77850 -1.43725
H -1.73533 -0.26590 -5.10038
H -3.90779 -1.67187 -4.13783
H 0.41469 0.88454 -4.26951
H 2.74721 -0.46249 -3.94939
H 0.40259 3.42758 -3.40091
H 4.01481 -1.95419 -2.01001
H -0.04728 4.81679 -1.05808
H 2.29413 -1.96297 0.11084
H -0.61538 2.88831 0.79740
H -1.49182 -2.99944 -0.16140
C -0.77161 -2.61790 0.55966
H 0.20967 -3.08363 0.45241
H 3.20037 1.23744 2.47866
H -1.14963 -2.63160 1.58504
C 1.30827 -1.05366 5.31497
Si 0.17548 0.13110 4.39576
C -1.54872 -0.60530 4.46880
C 0.05451 1.85542 5.14089
C 1.05835 0.37454 2.73987
C 2.20899 0.82024 2.61532
H 1.17864 -1.02061 6.40278
H 2.34618 -0.78241 5.08113
H 1.15581 -2.09070 4.98186
H -1.81209 -0.68132 5.53176
H -2.30932 0.02267 3.99230
H -1.62344 -1.61337 4.04663
H 0.92721 2.43540 4.81717
H -0.84235 2.36972 4.77043
H 0.02377 1.87697 6.23556
*
```

Results
F_max: 3.2 eV/A
LUMO: -9.5854 eV
energy relative to the best compared isomer or geometry (same formula, charge and spin): 0.0 kcal/mol
Kohn-Sham gap: 5.80 eV
E_HOMO: -15.4 eV